No. 1
Molecular formula: C15H30Br3F3N3O5
Method: DFT, ωB97M-V/def2-TZVPD

Cartesian coordinates (Å):
N 2.13471 0.43702 1.64668
C 0.74615 0.53986 1.45140
N -0.12827 -0.35637 2.01968
N 0.32351 1.45725 0.62233
C -1.12779 1.80653 0.51840
C -1.98767 0.73977 -0.15043
C -3.45838 1.11641 -0.37259
F -3.96566 0.12550 -1.15732
Br -3.62105 2.75545 -1.37793
C -4.30500 1.18247 0.96313
F -3.45499 1.08679 2.02171
F -4.93538 2.34167 1.10274
Br -5.57803 -0.24666 1.10627
C 1.20374 2.61821 0.35022
C 0.97114 3.65879 1.43857
O 0.18159 4.52202 1.36199
Br 2.02677 3.42221 3.03377
H 2.36534 -0.55554 1.57583
H 2.39300 0.69002 2.60239
H -0.28103 -0.35112 3.01587
H -0.59765 -1.04910 1.45961
H -1.47924 2.11764 1.50409
H -1.15909 2.68787 -0.12452
H -1.58974 0.52779 -1.14938
H -2.01505 -0.20439 0.39797
H 0.87297 3.08104 -0.58289
H 2.24721 2.30461 0.25389
C -4.71389 -2.78935 -1.80105
O -5.35211 -4.04662 -1.86106
C -4.47401 -5.10742 -2.20016
C -4.02270 -5.87464 -0.97708
O -3.25883 -5.06530 -0.09126
C -4.00501 -4.57748 1.00665
H -5.38495 -2.09885 -1.29469
H -3.77756 -2.84775 -1.23748
H -4.50202 -2.40306 -2.80485
H -3.60223 -4.72036 -2.73863
H -5.01006 -5.78575 -2.86881
H -3.39119 -6.70946 -1.29207
H -4.89229 -6.28601 -0.45541
H -4.19472 -5.36979 1.73820
H -4.95936 -4.15046 0.68896
H -3.40957 -3.79920 1.48517
C 4.96205 3.58790 0.53696
O 4.41791 2.67070 -0.40442
C 5.06993 2.69969 -1.67324
C 6.08691 1.58987 -1.81685
O 7.15334 1.73239 -0.90168
C 7.06706 0.89115 0.23204
H 4.56570 3.32231 1.51884
H 6.05055 3.54193 0.55982
H 4.65477 4.61212 0.29743
H 5.55491 3.66832 -1.82120
H 4.30217 2.58375 -2.44410
H 6.50493 1.63344 -2.82629
H 5.60157 0.61479 -1.69514
H 7.30496 -0.14510 -0.02939
H 6.07165 0.92677 0.68567
H 7.80004 1.24574 0.95364

Force components x, y, z for each atom (eV/Å):
-0.377 -0.478 0.554
0.281 -0.384 -0.288
0.081 0.042 -0.480
-0.334 0.810 1.133
-0.135 0.053 -0.414
-0.003 -0.193 -0.052
0.129 -0.114 -0.016
0.047 0.049 -0.063
0.042 0.113 -0.010
0.033 -0.085 0.070
0.086 -0.030 -0.054
-0.085 0.130 -0.030
-0.034 -0.029 0.079
0.306 -0.349 -1.050
0.160 -0.270 -0.027
-0.305 0.461 -0.080
0.043 -0.039 0.286
-0.053 0.059 0.082
0.138 0.431 -0.238
0.442 -0.328 0.017
-0.276 0.241 0.124
0.031 -0.250 -0.046
-0.002 -0.057 0.167
-0.060 0.047 0.128
-0.029 0.190 -0.028
0.057 -0.137 0.096
-0.120 0.105 0.157
0.008 0.008 0.000
0.037 -0.003 0.043
-0.032 0.027 -0.026
0.045 -0.062 0.042
-0.020 0.076 -0.033
0.003 -0.016 0.001
-0.052 -0.025 -0.056
0.006 0.041 0.006
0.016 -0.014 0.000
0.002 -0.014 -0.014
-0.002 -0.001 0.007
0.001 0.002 0.006
-0.004 -0.007 -0.008
-0.022 -0.004 -0.011
0.003 0.012 0.007
0.011 -0.013 0.016
-0.074 0.029 -0.021
-0.087 -0.027 0.068
-0.083 0.022 0.017
0.065 -0.062 -0.029
-0.024 0.087 0.088
0.012 -0.021 -0.034
0.077 0.007 -0.104
0.023 -0.033 0.014
0.040 0.001 0.005
0.002 0.014 0.001
0.009 0.004 0.016
-0.010 -0.018 -0.009
-0.011 0.009 -0.001
-0.030 -0.008 -0.005
0.009 0.005 0.008
0.021 -0.008 -0.007

- orbital gap (eV) = 6.70
- charge = +1
- LUMO energy (eV) = -4.421
- 2S+1 = 1
- E_tot (hartree) = -9151.3047
- HOMO energy (eV) = -11.13

Löwdin atomic charge list, values in e, 4 entries: 0.14, -0.35, 0.18, 0.04

---

No. 2
Molecular formula: C15H30BrCaCl3F3KLiNNaO3
Method: DFT, ωB97M-V/def2-TZVPD

Cartesian coordinates (Å):
C -4.81221 0.87395 2.52118
C -3.89750 -0.42555 2.04327
C -4.53382 -1.60861 1.08845
C -2.45612 -0.40102 2.51959
C -1.84016 -1.38645 3.67681
C -0.35151 -0.90039 4.24451
C 0.90072 -1.48184 3.30630
C 2.13124 -1.88612 4.33486
C 1.27663 -0.28500 2.24831
C 2.41633 -0.72828 1.11639
N 2.83130 0.49130 0.29434
C 1.66969 1.01813 -0.54387
O 0.91238 2.03876 -0.05329
O 1.28453 0.47902 -1.87714
Br -0.47229 1.08387 -2.07036
H -4.21634 1.47597 3.35900
H -5.89479 0.56950 2.84744
H -4.84783 1.59890 1.57638
H -4.58390 -2.65771 1.62151
H -5.60649 -1.24884 0.71530
H -3.85756 -1.63264 0.10872
H -1.79154 0.44648 2.00515
H -2.57210 -1.30109 4.61366
H -1.83126 -2.53049 3.39096
H -0.34871 0.29186 4.22136
H -0.21727 -1.20087 5.39190
H 0.60445 -2.42812 2.67979
H 2.88491 -2.66982 3.88816
H 2.75609 -0.94625 4.70884
H 1.60586 -2.43016 5.25567
H 0.28737 -0.08125 1.61562
H 1.53979 0.73017 2.78906
H 3.34649 -1.09111 1.73282
H 2.05057 -1.62775 0.45726
H 3.01918 1.26565 0.98285
F 0.54145 2.58065 1.85739
Ca 2.07771 -2.03649 -1.30261
F -2.27251 2.03636 -0.21986
Li -0.90895 1.59560 2.54704
F -2.44196 -4.09680 2.80508
K 3.08560 -1.21473 6.41265
C -0.25838 -2.60638 -5.72646
Cl 0.77298 -2.65206 -4.29152
Cl -1.61226 -1.49227 -5.50148
H 0.33623 -2.27572 -6.58164
H -0.65009 -3.60888 -5.91505
C 1.34158 1.28152 -6.01165
C 2.66900 2.02278 -6.00710
C 2.77267 2.96658 -4.81973
O 2.79789 2.76791 -7.21527
H 0.50195 1.98154 -6.08719
H 1.27592 0.61512 -6.87843
H 1.21904 0.68581 -5.10172
H 3.49316 1.30179 -5.97732
H 1.98378 3.72643 -4.85296
H 3.72782 3.50235 -4.83618
H 2.69299 2.42148 -3.87401
H 2.07004 3.41075 -7.25034
Cl -2.76197 3.45894 2.88522
Na 0.16018 2.21348 5.13234

Force components x, y, z for each atom (eV/Å):
1.495 0.308 -1.392
1.078 0.431 0.753
-0.133 0.896 0.288
-0.796 -0.267 -0.449
-0.345 0.620 0.441
-0.521 -0.509 -0.674
0.266 0.907 0.395
-0.954 -0.543 -1.652
-1.065 -1.292 -0.834
0.112 1.508 2.652
-2.035 -1.043 -1.440
-5.031 7.048 2.720
6.904 -7.594 -5.306
3.347 -1.477 3.624
-2.404 0.399 0.360
-1.496 -1.441 -1.957
2.155 0.228 -0.775
-0.098 -1.360 1.947
0.362 2.031 -1.084
2.288 -0.802 1.115
-1.286 -0.092 2.368
-2.613 -2.131 1.201
1.512 -0.109 -2.031
-0.279 0.856 0.027
0.180 -2.062 -0.077
-0.356 0.404 -2.434
0.153 1.683 1.545
-1.331 1.574 0.750
-2.333 -1.819 -4.001
0.946 1.023 -2.118
2.075 -0.317 1.396
-0.178 -1.843 -1.477
-1.546 0.428 -1.570
0.298 1.879 3.350
-0.434 -0.813 -1.053
-0.551 -0.746 4.242
-0.829 0.965 -3.121
0.528 -0.888 -0.746
-0.151 2.876 -1.185
0.582 0.687 0.132
1.865 0.112 5.334
-1.063 0.273 -1.040
0.754 -0.181 0.718
0.343 -0.266 -0.056
0.029 0.018 0.418
0.173 0.213 0.311
-0.067 -0.333 -0.111
-0.550 0.486 0.053
0.288 0.091 0.178
0.059 -0.023 -0.121
0.109 -0.034 0.159
0.077 0.056 0.085
-0.093 0.066 -0.004
-0.001 0.160 -0.222
-0.029 -0.192 0.030
-0.104 -0.149 -0.007
-0.056 0.089 -0.022
0.316 -0.273 0.040
1.120 -0.713 0.990
-0.689 0.996 -0.668

- orbital gap (eV) = 2.25
- charge = +1
- LUMO energy (eV) = -5.727
- 2S+1 = 1
- E_tot (hartree) = -6570.6178
- HOMO energy (eV) = -7.98

Löwdin atomic charge list, values in e, 4 entries: -0.11, -0.14, -0.06, -0.09